No. 1
Computed, not measured: a 2-piece molecular cluster, C3H11N3 overall, with ωB97M-V/def2-TZVPD.

Computed properties:
Frontier orbital gap   9.514 eV
F_max   0.8 eV/A
Total energy   -7757.70819 eV
HOMO   -8.5 eV
Energy relative to the best compared isomer or geometry (same formula, charge and spin)   229.2 kJ/mol
2S+1   1
SMILES   CCNN.C=N

CARTESIAN COORDINATES (ANGSTROEM)
1 C -0.62 -1.67 0.27
2 C 0.61 -1.00 -0.37
3 N 0.35 -0.16 -1.53
4 N -0.82 0.65 -1.52
5 H -1.17 -2.24 -0.48
6 H -1.28 -0.93 0.70
7 H -0.30 -2.35 1.05
8 H 1.33 -1.76 -0.68
9 H 1.09 -0.38 0.39
10 H 0.27 -0.75 -2.36
11 H -0.71 1.36 -0.80
12 H -1.65 0.11 -1.29
13 C 0.92 1.84 1.12
14 N -0.33 1.83 1.22
15 H 1.63 1.76 1.95
16 H 1.35 1.97 0.13
17 H -0.69 1.73 2.17

Löwdin population analysis, charges in e, atoms 1 to 8: atom 1 (C): -0.109, atom 2 (C): -0.300, atom 3 (N): -0.163, atom 4 (N): -0.029, atom 5 (H): 0.070, atom 6 (H): 0.050, atom 7 (H): 0.066, atom 8 (H): 0.107


No. 2
Computed, not measured: a 2-piece molecular cluster, C3H11N3 overall at a distorted geometry, with ωB97M-V/def2-TZVPD.

Computed properties:
Frontier orbital gap   10.330 eV
F_max   1.1 eV/A
Total energy   -7758.57353 eV
HOMO   -9.6 eV
Energy relative to the best compared isomer or geometry (same formula, charge and spin)   145.7 kJ/mol
2S+1   1
SMILES   C/N=C\N.CN

CARTESIAN COORDINATES (ANGSTROEM)
1 C -1.72 1.96 2.04
2 N -1.31 2.05 0.65
3 C -0.25 1.48 0.31
4 N 0.60 0.65 1.13
5 H -2.78 1.72 2.10
6 H -1.61 2.95 2.48
7 H -1.15 1.21 2.59
8 H 0.10 1.53 -0.73
9 H 0.79 -0.20 0.59
10 H 1.52 1.07 1.17
11 C 0.87 -2.55 -1.45
12 N 0.80 -1.52 -2.48
13 H 0.52 -2.22 -0.47
14 H 1.90 -2.89 -1.37
15 H 0.31 -3.42 -1.78
16 H -0.08 -1.02 -2.46
17 H 1.51 -0.82 -2.33

Löwdin population analysis, charges in e, atoms 1 to 8: atom 1 (C): -0.137, atom 2 (N): -0.012, atom 3 (C): -0.301, atom 4 (N): 0.026, atom 5 (H): 0.067, atom 6 (H): 0.075, atom 7 (H): 0.057, atom 8 (H): 0.098


No. 3
Computed, not measured: a 2-piece molecular cluster, C3H11N3 overall, with ωB97M-V/def2-TZVPD.

Computed properties:
Frontier orbital gap   9.544 eV
F_max   0.8 eV/A
Total energy   -7759.00014 eV
HOMO   -8.5 eV
Energy relative to the best compared isomer or geometry (same formula, charge and spin)   104.6 kJ/mol
2S+1   1
SMILES   [H]/N=C/N.CNC

CARTESIAN COORDINATES (ANGSTROEM)
1 H -2.40 0.86 -2.77
2 N -2.13 0.17 -2.07
3 C -1.23 -0.58 -2.53
4 N -0.61 -1.56 -1.76
5 H -0.83 -0.51 -3.54
6 H -1.15 -1.75 -0.92
7 H -0.46 -2.41 -2.28
8 C 0.06 1.21 2.21
9 N 0.56 -0.02 1.65
10 C 1.73 0.11 0.83
11 H -0.59 1.74 1.51
12 H 0.85 1.89 2.54
13 H -0.56 1.04 3.09
14 H 0.66 -0.73 2.37
15 H 2.67 0.34 1.35
16 H 1.84 -0.77 0.20
17 H 1.58 0.96 0.13

Löwdin population analysis, charges in e, atoms 1 to 8: atom 1 (H): 0.033, atom 2 (N): 0.058, atom 3 (C): -0.402, atom 4 (N): 0.052, atom 5 (H): 0.108, atom 6 (H): 0.087, atom 7 (H): 0.075, atom 8 (C): -0.166


No. 4
Computed, not measured: a 2-piece molecular cluster, C3H11N3 overall at a distorted geometry, with ωB97M-V/def2-TZVPD.

Computed properties:
Frontier orbital gap   8.054 eV
F_max   5.0 eV/A
Total energy   -7755.70360 eV
HOMO   -7.0 eV
Energy relative to the best compared isomer or geometry (same formula, charge and spin)   422.6 kJ/mol
2S+1   1

CARTESIAN COORDINATES (ANGSTROEM)
1 C 1.56 0.04 1.31
2 C 0.29 1.85 0.71
3 C 0.74 -1.31 -0.96
4 N -2.51 -0.18 -0.65
5 N 0.61 0.67 0.24
6 N 0.24 0.05 -0.81
7 H 2.36 -0.44 0.71
8 H 1.74 0.88 1.88
9 H 0.96 -0.77 1.68
10 H 0.65 2.42 1.49
11 H -0.53 2.34 0.17
12 H -3.11 0.35 -0.02
13 H 0.51 -1.58 -2.03
14 H 1.76 -1.41 -0.79
15 H 0.05 -2.12 -0.50
16 H -2.88 -1.09 -0.83
17 H -2.43 0.29 -1.58

Löwdin population analysis, charges in e, atoms 1 to 8: atom 1 (C): 0.033, atom 2 (C): -0.040, atom 3 (C): -0.163, atom 4 (N): 0.007, atom 5 (N): -0.298, atom 6 (N): -0.063, atom 7 (H): 0.080, atom 8 (H): 0.043